No. 1
{"formula": "C6H10N2", "method": "ωB97M-V with the def2-TZVPD basis set", "species": ["C", "C", "C", "C", "N", "N", "C", "C", "H", "H", "H", "H", "H", "H", "H", "H", "H", "H"], "positions_angstrom": [[0.05, -1.12, -1.06], [2.14, -0.51, 0.33], [-0.08, 0.62, 0.64], [0.66, -0.40, 0.10], [-0.40, 0.60, 1.97], [-0.20, 1.83, -0.01], [-1.40, -0.65, -1.08], [-2.55, -0.41, -1.34], [-1.15, 1.24, 2.18], [-0.61, -0.35, 2.29], [0.04, 1.80, -1.00], [-1.07, 2.31, 0.17], [0.59, -0.97, -2.00], [-0.03, -2.19, -0.82], [2.63, 0.45, 0.13], [2.37, -0.80, 1.36], [2.59, -1.26, -0.33], [-3.57, -0.19, -1.55]], "mulliken_charge": [-0.400, -1.301, 0.149, 0.005, -0.527, -0.364, -0.593, 0.011, 0.232, 0.317, 0.308, 0.237, 0.326, 0.242, 0.287, 0.286, 0.362, 0.424], "orbital_gap_ev": 6.81, "e_homo_ev": -6.02, "spin_multiplicity": 1, "relative_energy_kj_mol": 435.2, "smiles": "C#CCC(C)=C(N)N", "lumo_ha": 0.0292, "max_force_ev_per_a": 2.04}

***

No. 2
{"formula": "C28H22Cl3N5O8ReS4Si", "method": "ωB97M-V with the def2-TZVPD basis set", "species": ["Re", "C", "C", "C", "C", "C", "C", "C", "S", "O", "O", "N", "C", "C", "C", "C", "C", "N", "H", "H", "H", "H", "H", "H", "H", "H", "H", "H", "H", "O", "S", "O", "O", "C", "C", "C", "C", "C", "C", "S", "O", "O", "O", "H", "H", "H", "H", "N", "C", "C", "C", "C", "C", "C", "N", "C", "C", "C", "S", "C", "N", "H", "H", "H", "H", "H", "H", "H", "Cl", "Si", "Cl", "Cl"], "positions_angstrom": [[0.72, -0.10, 0.48], [-2.12, -1.50, -5.23], [-1.37, -1.99, -4.03], [-2.06, -2.38, -2.88], [-1.38, -2.85, -1.77], [0.00, -2.92, -1.81], [0.72, -2.53, -2.93], [0.02, -2.07, -4.03], [0.88, -3.46, -0.38], [-0.08, -3.93, 0.58], [1.98, -4.31, -0.74], [1.50, -2.02, 0.15], [2.66, -1.93, 0.86], [3.64, -2.88, 1.21], [4.63, -2.46, 2.07], [4.65, -1.17, 2.60], [3.67, -0.29, 2.21], [2.73, -0.66, 1.33], [-2.90, -0.80, -4.94], [-2.60, -2.33, -5.75], [-1.45, -1.01, -5.94], [-3.14, -2.31, -2.86], [-1.91, -3.13, -0.86], [1.80, -2.57, -2.93], [0.57, -1.75, -4.91], [3.59, -3.87, 0.81], [5.41, -3.16, 2.35], [5.41, -0.85, 3.29], [3.61, 0.73, 2.56], [-0.87, 2.01, -2.71], [-0.92, 1.20, -1.54], [-0.68, 1.81, -0.23], [0.10, 0.06, -1.55], [-2.59, 0.55, -1.54], [-3.28, 0.71, -2.74], [-4.61, 0.35, -2.85], [-5.28, -0.17, -1.75], [-4.61, -0.34, -0.55], [-3.27, 0.02, -0.44], [-2.45, -0.42, 1.08], [-3.20, -1.49, 1.66], [-1.18, -0.97, 0.45], [-2.20, 0.74, 1.89], [-2.76, 1.14, -3.58], [-5.13, 0.48, -3.79], [-6.33, -0.45, -1.83], [-5.09, -0.78, 0.30], [0.44, 2.75, 3.77], [0.71, 3.76, 2.87], [0.75, 5.14, 3.02], [1.06, 5.88, 1.89], [1.31, 5.25, 0.66], [1.27, 3.88, 0.52], [0.98, 3.13, 1.65], [0.86, 1.75, 1.83], [0.53, 1.59, 3.08], [0.27, 0.25, 3.55], [-0.12, -0.26, 4.75], [-0.36, -1.95, 4.59], [0.09, -1.88, 2.95], [0.40, -0.67, 2.56], [0.14, 2.85, 4.72], [0.55, 5.62, 3.97], [1.10, 6.96, 1.96], [1.54, 5.87, -0.20], [1.46, 3.41, -0.44], [-0.30, 0.26, 5.67], [0.06, -2.74, 2.30], [3.71, -0.40, -1.73], [2.57, 1.06, -0.77], [3.98, 2.16, 0.30], [2.14, 2.40, -2.28]], "mulliken_charge": [2.982, -1.374, 0.870, -0.749, -0.104, -0.406, -0.436, -0.904, 1.482, -0.870, -0.763, 0.081, 0.742, -1.147, -0.452, -1.145, -0.707, 0.713, 0.199, 0.368, 0.343, 0.440, 0.573, 0.496, 0.349, 0.640, 0.434, 0.455, 0.508, -0.718, 1.668, -0.596, -0.874, -0.017, -0.920, -0.674, -0.727, -0.656, -0.127, 1.909, -0.757, -0.877, -0.712, 0.741, 0.434, 0.397, 0.544, 0.007, 0.519, -1.253, -0.545, -1.269, -0.195, 0.008, 0.991, -0.268, -0.506, -0.209, -0.180, -0.124, 0.391, 0.242, 0.435, 0.403, 0.460, 0.048, 0.452, 0.228, -0.349, 0.769, -0.353, -0.355], "orbital_gap_ev": [7.62, 7.58], "e_homo_ev": [-8.09, -8.06], "spin_multiplicity": 2, "relative_energy_kj_mol": 0.0, "lumo_ha": [-0.0172, -0.0177], "max_force_ev_per_a": 2.67}

***

No. 3
{"formula": "C33H51N3SSi2V", "method": "ωB97M-V with the def2-TZVPD basis set", "species": ["V", "C", "C", "C", "C", "C", "C", "C", "H", "H", "H", "H", "H", "H", "H", "H", "C", "C", "N", "C", "C", "S", "C", "C", "N", "H", "H", "H", "H", "H", "H", "H", "H", "H", "H", "H", "H", "H", "H", "C", "Si", "C", "C", "C", "Si", "C", "C", "C", "H", "H", "H", "H", "H", "H", "H", "H", "H", "H", "H", "H", "H", "H", "H", "H", "H", "H", "H", "N", "C", "C", "C", "C", "C", "C", "C", "C", "C", "C", "C", "C", "C", "H", "H", "H", "H", "H", "H", "H", "H", "H", "H"], "positions_angstrom": [[-0.57, -0.61, -0.29], [1.11, 2.78, -2.70], [0.24, 3.20, -1.55], [-1.07, 3.61, -1.77], [-1.88, 4.04, -0.72], [-1.38, 4.03, 0.58], [-0.08, 3.61, 0.81], [0.72, 3.20, -0.24], [1.39, 3.65, -3.31], [0.60, 2.07, -3.35], [2.03, 2.31, -2.35], [-1.47, 3.62, -2.78], [-2.89, 4.36, -0.91], [-2.01, 4.35, 1.40], [0.31, 3.59, 1.82], [1.74, 2.88, -0.06], [-1.79, -1.50, -3.34], [-2.76, -0.66, -2.51], [-2.69, -1.04, -1.09], [-3.24, -2.38, -0.81], [-2.46, -3.15, 0.25], [-0.68, -3.27, -0.05], [-0.58, -3.95, -1.72], [0.10, -2.97, -2.68], [-0.52, -1.66, -2.66], [-1.69, -1.04, -4.33], [-2.21, -2.50, -3.52], [-3.77, -0.76, -2.92], [-2.48, 0.39, -2.57], [-3.19, -0.36, -0.54], [-3.24, -2.95, -1.74], [-4.29, -2.32, -0.50], [-2.88, -4.15, 0.37], [-2.51, -2.64, 1.21], [-1.59, -4.21, -2.06], [-0.01, -4.87, -1.68], [0.12, -3.42, -3.68], [1.13, -2.85, -2.35], [0.15, -0.92, -2.82], [0.98, -1.77, 2.63], [-0.42, -0.58, 3.05], [0.34, 0.83, 4.05], [-1.51, -1.58, 4.23], [-1.37, 0.07, 1.60], [-3.08, 0.60, 2.01], [-3.93, 1.51, 0.57], [-4.31, -0.77, 2.43], [-3.15, 1.82, 3.45], [1.70, -1.77, 3.46], [1.51, -1.51, 1.72], [0.60, -2.79, 2.54], [0.83, 0.44, 4.95], [-0.41, 1.57, 4.36], [1.09, 1.34, 3.45], [-0.87, -2.03, 5.00], [-2.02, -2.39, 3.72], [-2.26, -0.97, 4.75], [-0.84, 1.03, 1.40], [-4.52, 0.85, -0.08], [-3.23, 2.08, -0.05], [-4.65, 2.22, 0.99], [-4.32, -1.58, 1.69], [-5.32, -0.34, 2.44], [-4.13, -1.21, 3.41], [-2.61, 2.74, 3.22], [-2.72, 1.40, 4.35], [-4.19, 2.08, 3.67], [1.38, -0.25, -0.65], [2.62, -0.16, -0.81], [3.54, -0.09, 0.40], [4.74, -0.79, 0.46], [5.51, -0.77, 1.62], [5.10, -0.02, 2.72], [3.91, 0.69, 2.66], [3.13, 0.65, 1.51], [3.32, -0.03, -2.14], [4.41, 0.83, -2.28], [4.99, 1.04, -3.53], [4.51, 0.38, -4.65], [3.44, -0.50, -4.51], [2.86, -0.69, -3.27], [5.07, -1.36, -0.39], [6.43, -1.34, 1.66], [5.70, 0.00, 3.61], [3.58, 1.27, 3.51], [2.18, 1.17, 1.46], [4.79, 1.35, -1.42], [5.82, 1.73, -3.62], [4.97, 0.54, -5.62], [3.07, -1.03, -5.38], [2.03, -1.38, -3.17]], "mulliken_charge": [1.084, -1.136, 0.349, -0.220, -0.842, -0.001, -0.640, -0.097, 0.517, 0.201, 0.007, 0.418, 0.361, 0.449, 0.398, 0.370, -1.127, -0.723, 0.489, -1.092, 0.239, -0.139, -0.759, -0.698, 0.197, 0.420, 0.496, 0.488, 0.204, -0.745, 0.399, 0.494, 0.772, -0.769, 0.359, 0.589, 0.347, 0.418, -0.074, -0.958, -0.237, -0.697, -1.098, 2.333, 0.631, -1.563, -1.194, -1.220, 0.395, 0.116, 0.438, 0.366, 0.346, -0.083, 0.404, 0.273, 0.292, -1.464, 0.565, 0.152, 0.382, 0.242, 0.430, 0.338, 0.234, 0.337, 0.393, 0.092, -0.937, 0.175, -0.057, -0.924, -0.538, -0.852, 0.667, 0.065, -0.258, -0.838, -0.491, -0.963, 0.148, 0.462, 0.391, 0.399, 0.394, 0.046, 0.491, 0.419, 0.404, 0.410, 0.144], "orbital_gap_ev": [6.48, 7.57], "e_homo_ev": [-6.28, -7.37], "spin_multiplicity": 4, "relative_energy_kj_mol": 32.3, "lumo_ha": [0.0075, 0.0074], "max_force_ev_per_a": 0.78}